# C11H20N2O5

A structure of composition C11H20N2O5 in a non-equilibrium geometry (ωB97M-V/def2-TZVPD, OMol25).

Geometry as XYZ:
```
38
Properties=species:S:1:pos:R:3:forces:R:3
C -0.957327 -0.297636 -1.185346 -3.81 3.52 -2.27
C 0.121207 0.404343 -0.445854 3.80 -2.32 2.31
C -2.231285 -0.375537 -0.085378 -0.43 1.64 -1.14
C -3.746357 -0.234448 -0.780863 -0.75 1.68 0.86
C -4.005219 0.618954 -2.083524 -2.10 -1.28 2.37
C -4.192385 -1.602664 -0.936984 -3.31 -5.81 -4.39
C 2.546796 -0.105166 0.456674 2.02 -1.00 -2.02
C 3.596685 -1.285876 0.170463 1.76 0.09 -0.69
C 2.523892 -0.036735 1.932908 -3.37 -2.48 2.19
C 2.356361 1.373888 2.438690 -2.96 3.04 4.97
C 3.528512 2.313105 2.093050 3.20 -1.30 -2.76
H -0.312599 -2.255761 -1.468488 -2.60 2.16 -3.31
H -0.940152 -1.373051 -3.441082 0.31 -0.43 5.77
H -1.028974 0.643140 -1.876381 -1.18 -1.54 0.52
H -2.380568 0.484832 0.700070 1.65 -1.87 -1.26
H -1.893360 -1.408888 0.300875 -1.71 1.52 0.06
H -4.612222 0.404209 -0.221649 2.55 -1.80 0.49
H -3.979296 1.651160 -1.806078 0.40 0.73 -0.27
H -3.348831 0.319070 -2.804655 1.70 -0.36 -2.37
H -5.085820 0.390147 -2.388810 1.53 0.23 0.28
H -4.086920 -2.408670 -0.151092 0.60 1.30 -0.67
H -5.289798 -1.848569 -1.276393 1.05 1.52 1.21
H -3.903653 -2.139215 -2.060055 0.56 1.45 3.15
H 1.588781 -0.952158 -1.377897 -0.89 2.09 4.25
H 3.086492 0.831037 0.228835 -0.31 -0.44 -0.88
H 3.343708 -0.669037 2.387520 -0.34 1.61 -0.32
H 1.653322 -0.708406 2.429773 1.31 1.68 -1.45
H 1.186386 2.070424 2.448456 3.53 -2.77 -0.70
H 2.419972 1.108932 3.609017 0.05 1.43 -2.09
H 2.595415 4.029824 2.398207 3.09 -0.27 -1.95
H 4.878448 -0.441973 1.238254 1.09 -0.45 -1.01
N -1.087415 -1.523370 -2.069701 3.72 -0.98 0.00
N 1.348299 -0.363684 -0.356055 -0.10 -1.43 -3.55
O -0.056093 1.411339 0.209627 0.09 -0.35 -0.64
O 3.381118 -2.311097 -0.379742 -1.70 -0.64 -0.85
O 4.523547 1.623710 1.738156 -2.28 3.81 1.24
O 3.511219 3.816073 1.880182 -3.60 -4.28 3.16
O 4.948113 -1.152246 0.535271 -2.60 2.31 1.76
```
Positions in Å, forces in eV/Å.

Computed properties:
**HOMO**: -9.27 eV
**Gap between HOMO and LUMO**: 9.44 eV
**LUMO energy**: 0.170 eV
**DFT total energy**: -916.5263 Eh
**Energy relative to the best compared isomer or geometry (same formula, charge and spin)**: 252.8 kcal per mole